A single C2H3NOS molecule, computed with ωB97M-V/def2-TZVPD.

Each line ends with the natural charge from an NBO analysis.
Element x y z (Å)
O 1.77 -0.93 -0.05  -0.53
C 1.28 0.19 -0.06  0.54
N -0.22 0.52 0.13  -0.63
C -1.04 -0.53 0.12  -0.09
S -2.63 -0.30 -0.07  -0.08
H 1.97 1.09 -0.23  0.15
H -0.58 1.44 -0.05  0.42
H -0.55 -1.48 0.21  0.22

Computed properties:
DFT total energy = -16494.695 eV
SMILES = O=CNC=S
net charge = 0
maximum force = 5.11 eV/Å